[1]
{
  "formula": "C47H54F3N5O4P2RhS",
  "method": "wB97M-V/def2-TZVPD",
  "species": ["Rh", "C", "S", "C", "C", "C", "N", "P", "C", "C", "C", "C", "C", "C", "C", "C", "C", "C", "C", "C", "P", "C", "C", "C", "C", "C", "C", "C", "C", "C", "C", "C", "C", "H", "H", "H", "H", "H", "H", "H", "H", "H", "H", "H", "H", "H", "H", "H", "H", "H", "H", "H", "H", "H", "H", "H", "H", "H", "H", "H", "H", "H", "C", "C", "C", "C", "C", "C", "O", "N", "C", "O", "N", "C", "O", "H", "H", "H", "H", "H", "H", "H", "H", "H", "H", "H", "F", "C", "F", "F", "C", "C", "N", "C", "C", "C", "O", "C", "C", "C", "C", "N", "C", "H", "H", "H", "H", "H", "H", "H", "H", "H", "H", "H", "H", "H", "H"],
  "coordinates": [[-0.438, 0.831, -0.339], [4.092, -0.606, 7.029], [5.250, -0.175, 5.712], [4.237, 1.018, 4.811], [3.222, 0.371, 3.880], [2.501, 1.400, 3.022], [1.664, 0.761, 1.989], [-0.038, 0.737, 2.069], [-0.376, 0.004, 3.682], [-0.273, -1.377, 3.843], [-0.340, -1.941, 5.106], [-0.505, -1.125, 6.219], [-0.611, 0.249, 6.064], [-0.548, 0.819, 4.799], [-0.556, 2.480, 2.194], [-1.866, 2.778, 2.587], [-2.301, 4.091, 2.622], [-1.441, 5.122, 2.259], [-0.145, 4.837, 1.861], [0.298, 3.520, 1.828], [1.946, 0.714, 0.307], [3.677, 1.150, 0.012], [4.019, 2.415, -0.467], [5.354, 2.766, -0.625], [6.348, 1.860, -0.288], [6.013, 0.599, 0.197], [4.683, 0.237, 0.340], [1.960, -1.060, -0.139], [2.218, -1.371, -1.474], [2.192, -2.690, -1.899], [1.891, -3.703, -0.997], [1.631, -3.397, 0.332], [1.667, -2.076, 0.759], [4.640, -1.214, 7.746], [3.244, -1.181, 6.657], [3.740, 0.295, 7.533], [4.941, 1.632, 4.244], [3.746, 1.665, 5.542], [2.481, -0.188, 4.461], [3.737, -0.343, 3.232], [3.226, 2.059, 2.537], [1.862, 2.031, 3.644], [-0.150, -2.021, 2.984], [-0.265, -3.014, 5.220], [-0.558, -1.563, 7.208], [-0.741, 0.886, 6.929], [-0.633, 1.892, 4.693], [-2.544, 1.973, 2.850], [-3.319, 4.312, 2.921], [-1.785, 6.149, 2.286], [0.526, 5.639, 1.578], [1.320, 3.313, 1.537], [3.248, 3.134, -0.716], [5.615, 3.744, -1.008], [7.389, 2.133, -0.405], [6.792, -0.107, 0.459], [4.428, -0.753, 0.697], [2.438, -0.581, -2.186], [2.389, -2.926, -2.937], [1.862, -4.733, -1.329], [1.405, -4.186, 1.038], [1.492, -1.837, 1.798], [-3.047, -3.380, 2.613], [-4.125, -2.670, 1.810], [-3.643, -2.085, 0.481], [-4.846, -1.350, -0.181], [-4.713, -0.950, -1.647], [-3.225, -3.215, -0.430], [-3.743, -4.305, -0.435], [-2.223, -2.907, -1.326], [-1.496, -1.736, -1.388], [-0.744, -1.560, -2.328], [-1.600, -0.844, -0.342], [-2.536, -1.033, 0.668], [-2.566, -0.340, 1.665], [-3.454, -3.763, 3.549], [-2.241, -2.697, 2.862], [-2.639, -4.229, 2.059], [-4.562, -1.859, 2.391], [-4.913, -3.382, 1.568], [-5.039, -0.467, 0.432], [-5.700, -2.021, -0.069], [-3.824, -0.349, -1.838], [-5.573, -0.345, -1.934], [-4.691, -1.821, -2.304], [-2.000, -3.600, -2.027], [-2.646, 1.428, -1.885], [-2.096, 1.829, -0.718], [-3.044, 1.741, 0.206], [-1.722, 3.108, -0.846], [-1.307, -2.379, -5.284], [-0.330, -1.296, -5.715], [-0.992, -0.182, -6.391], [-1.598, -0.468, -7.702], [-3.119, -0.537, -7.666], [-1.019, 1.103, -5.983], [-1.546, 1.992, -6.636], [-0.339, 1.527, -4.698], [0.403, 2.695, -4.768], [0.984, 3.196, -3.619], [0.791, 2.523, -2.433], [0.068, 1.389, -2.343], [-0.500, 0.915, -3.469], [-0.779, -3.153, -4.724], [-1.782, -2.845, -6.148], [-2.083, -1.968, -4.637], [0.401, -1.721, -6.408], [0.226, -0.922, -4.857], [-1.173, -1.412, -8.043], [-1.288, 0.318, -8.388], [-3.466, -1.304, -6.973], [-3.505, -0.772, -8.659], [-3.529, 0.424, -7.360], [0.495, 3.203, -5.719], [1.568, 4.106, -3.633], [1.210, 2.897, -1.513], [-1.087, 0.024, -3.350]],
  "mulliken_charge": [0.308, -0.778, -0.092, -0.963, 0.191, -1.295, 1.714, 0.846, 1.704, -1.203, -0.953, -0.782, -0.902, -0.846, 1.061, -0.421, -0.697, -0.828, -0.685, -0.881, 0.088, 0.986, -0.185, -0.807, -0.602, -0.848, -0.603, 0.364, -0.290, -0.751, -0.686, -0.794, -0.554, 0.369, 0.192, 0.263, 0.415, 0.339, -0.180, 0.255, 0.701, 0.774, 0.511, 0.529, 0.444, 0.486, 0.438, 0.537, 0.458, 0.408, 0.494, 0.133, 0.341, 0.455, 0.411, 0.465, 0.401, 0.502, 0.465, 0.434, 0.517, 0.610, -1.092, -1.298, 2.638, -1.287, -1.071, -0.656, -0.629, 0.462, -2.447, -0.128, 2.577, -1.079, -0.322, 0.509, 0.061, 0.345, 0.499, 0.467, 0.421, 0.499, -0.004, 0.535, 0.317, 0.336, -0.207, 0.378, -0.193, -0.228, -0.874, -0.397, 0.180, -0.834, -1.085, 0.255, -0.650, 0.237, -0.793, -1.493, -0.307, 0.406, -1.286, 0.290, 0.523, 0.129, 0.407, 0.132, 0.414, 0.453, 0.258, 0.392, 0.318, 0.549, 0.514, 0.352, 1.520],
  "de_lowest_ev": 0.655,
  "total_charge": 1,
  "largest_force_ev_per_a": 1.6,
  "homo_lumo_gap_ev": 7.04,
  "spin_multiplicity": 1,
  "e_tot_ha": -3889.10107,
  "homo_energy_ev": -10.537,
  "lumo_ha": -0.129
}

***

[2]
{
  "formula": "C22H34N2O6P2Zr",
  "method": "wB97M-V/def2-TZVPD",
  "species": ["P", "P", "C", "C", "H", "H", "H", "H", "C", "H", "H", "H", "C", "H", "H", "H", "C", "H", "H", "H", "C", "H", "H", "H", "Zr", "C", "C", "C", "C", "C", "C", "C", "C", "C", "H", "H", "H", "H", "H", "H", "H", "H", "H", "H", "H", "H", "H", "H", "H", "O", "C", "O", "C", "C", "C", "C", "C", "C", "N", "O", "O", "N", "O", "O", "H", "H", "H"],
  "coordinates": [[0.253, -1.797, -0.422], [-0.096, 1.632, -0.309], [-0.147, -0.785, -1.888], [0.272, 0.678, -1.843], [-1.217, -0.905, -2.126], [0.394, -1.277, -2.700], [1.337, 0.787, -2.099], [-0.303, 1.214, -2.603], [-1.785, 2.213, -0.607], [-2.063, 2.848, 0.245], [-2.477, 1.361, -0.659], [-1.820, 2.792, -1.541], [0.929, 3.119, -0.521], [0.730, 3.581, -1.501], [1.992, 2.856, -0.433], [0.668, 3.813, 0.289], [-0.923, -3.164, -0.584], [-0.791, -3.866, 0.246], [-0.751, -3.681, -1.540], [-1.950, -2.774, -0.555], [1.850, -2.550, -0.865], [2.651, -1.801, -0.833], [1.790, -2.987, -1.872], [2.083, -3.336, -0.134], [0.558, -0.111, 1.541], [0.557, 1.438, -4.775], [-0.782, 1.529, -4.674], [-1.722, 0.792, -5.582], [-1.337, -0.675, -5.928], [-0.608, -1.452, -4.868], [0.732, -1.563, -4.794], [1.676, -0.751, -5.629], [1.276, 0.731, -5.887], [-0.072, -2.084, 2.415], [1.210, 1.992, -4.089], [-1.255, 2.275, -4.020], [-1.831, 1.339, -6.538], [-2.722, 0.787, -5.120], [-2.283, -1.208, -6.121], [-0.776, -0.682, -6.875], [-1.258, -2.032, -4.202], [1.200, -2.377, -4.223], [1.820, -1.236, -6.615], [2.662, -0.758, -5.138], [2.218, 1.280, -6.054], [0.707, 0.787, -6.827], [0.484, -2.179, 3.366], [0.019, -3.042, 1.890], [-1.135, -1.986, 2.686], [1.546, 0.514, 3.378], [0.393, 0.792, 3.917], [-0.624, 0.869, 3.107], [0.233, 0.830, 5.369], [1.269, 0.337, 6.174], [1.038, 0.180, 7.553], [-0.190, 0.557, 8.119], [-1.196, 1.087, 7.298], [-1.001, 1.210, 5.909], [-2.447, 1.489, 7.885], [-2.609, 1.301, 9.112], [-3.316, 2.006, 7.154], [2.021, -0.485, 8.366], [3.090, -0.841, 7.822], [1.765, -0.695, 9.570], [2.215, 0.037, 5.731], [-0.356, 0.445, 9.188], [-1.793, 1.582, 5.268]],
  "mulliken_charge": [1.054, 0.923, 0.551, 0.382, 0.663, -1.296, 0.622, -1.467, -1.259, 0.459, 0.399, 0.400, -1.286, 0.384, 0.430, 0.444, -1.364, 0.495, 0.374, 0.379, -1.139, 0.414, 0.363, 0.399, 0.701, -0.140, -0.434, -1.008, -0.983, -0.145, -0.448, -0.992, -1.037, -1.412, 0.636, 0.630, 0.315, 0.376, 0.463, 0.353, 0.599, 0.663, 0.321, 0.375, 0.456, 0.367, 0.416, 0.416, 0.428, -0.886, 1.443, -0.850, 0.231, -0.564, -0.284, -0.182, -0.263, -0.478, 0.958, -0.533, -0.561, 0.962, -0.564, -0.529, 0.621, 0.628, 0.611],
  "de_lowest_ev": 0.000,
  "total_charge": 2,
  "largest_force_ev_per_a": 4.4,
  "homo_lumo_gap_ev": 5.56,
  "spin_multiplicity": 1,
  "e_tot_ha": -2148.60677,
  "homo_energy_ev": -13.872,
  "lumo_ha": -0.305
}

***

Q: What is the formula in the second record?
A: C22H34N2O6P2Zr